119
Properties=species:S:1:pos:R:3 method="wB97M-V/def2-TZVPD" de_lowest_ev=2.090
C -3.224 -1.780 1.331
C -4.254 -0.768 1.838
N -3.808 0.624 1.664
C -2.696 1.052 2.496
P -3.335 2.473 3.480
O -3.954 3.520 2.673
O -4.376 1.858 4.505
O -2.112 2.988 4.381
O -2.323 0.095 3.511
C -1.038 -0.336 3.363
O -0.587 -1.196 4.073
C -0.296 0.541 2.315
O 0.596 1.276 3.114
S 0.774 -0.290 1.069
O 2.132 -0.111 1.483
O 0.480 0.288 -0.210
C 0.532 -2.146 1.010
F -0.345 -2.567 1.934
F 1.725 -2.699 1.313
C 0.077 -2.711 -0.374
F -0.867 -1.894 -0.894
F -0.527 -3.896 -0.158
C 1.194 -2.860 -1.435
F 0.567 -2.946 -2.631
F 1.979 -1.767 -1.464
C 2.131 -4.102 -1.332
F 2.656 -4.289 -2.564
F 1.493 -5.222 -0.986
F 3.150 -3.871 -0.491
C -1.443 1.293 1.645
C -1.224 2.685 1.027
C 0.224 3.187 0.905
C 0.508 3.764 -0.477
C 1.942 4.230 -0.607
C 2.980 3.131 -0.363
C 3.796 3.319 0.927
C 4.332 2.003 1.493
C 3.941 1.691 2.924
O 4.080 2.840 3.796
C 3.010 2.939 4.646
C 1.945 3.873 4.157
O 2.942 2.325 5.683
H -3.619 -2.440 0.580
H -2.391 -1.222 0.924
H -2.857 -2.336 2.183
H -5.136 -0.859 1.215
H -4.588 -1.014 2.839
H -4.625 1.196 1.833
H -3.972 1.696 5.366
H -1.777 3.796 3.978
H 0.056 1.821 3.698
H -1.687 0.684 0.780
H -1.620 2.642 0.020
H -1.815 3.452 1.509
H 0.354 4.017 1.590
H 0.986 2.442 1.074
H 0.364 2.954 -1.189
H -0.162 4.587 -0.709
H 2.115 4.629 -1.601
H 2.151 5.044 0.084
H 2.506 2.156 -0.274
H 3.682 3.036 -1.182
H 3.247 3.884 1.668
H 4.656 3.926 0.664
H 4.011 1.149 0.905
H 5.416 2.013 1.470
H 4.611 0.927 3.303
H 2.946 1.268 3.002
H 1.734 3.601 3.129
H 2.316 4.889 4.137
H 1.049 3.781 4.754
Br -4.132 -3.494 -3.885
C -2.513 -3.800 -2.858
C -2.443 -5.184 -2.276
Br -3.591 -5.295 -0.711
H -2.481 -3.037 -2.087
H -1.703 -3.633 -3.564
H -1.440 -5.389 -1.907
H -2.739 -5.966 -2.966
Br -0.942 0.469 -4.191
C 0.994 0.303 -4.284
C 1.634 0.561 -2.945
Br 1.670 2.456 -2.510
H 1.332 0.988 -5.054
H 1.180 -0.720 -4.606
H 2.677 0.249 -2.955
H 1.116 0.065 -2.130
Br -10.077 -5.656 -1.868
C -8.179 -5.897 -2.228
C -7.329 -5.496 -1.054
Br -7.201 -3.562 -0.889
H -7.954 -5.323 -3.120
H -8.059 -6.957 -2.438
H -6.309 -5.841 -1.192
H -7.715 -5.867 -0.111
Br -1.105 6.336 2.706
C -1.340 7.633 1.274
C -2.743 7.604 0.734
Br -3.035 6.053 -0.402
H -0.594 7.405 0.520
H -1.118 8.598 1.723
H -2.922 8.469 0.100
H -3.493 7.565 1.517
Br 2.372 0.531 -7.822
C 4.309 0.371 -7.903
C 4.942 0.620 -6.560
Br 4.958 2.510 -6.105
H 4.648 1.065 -8.664
H 4.503 -0.648 -8.230
H 5.986 0.314 -6.570
H 4.423 0.110 -5.756
Br 3.477 -7.621 2.891
C 3.804 -6.602 1.267
C 4.446 -7.445 0.199
Br 6.333 -7.751 0.557
H 4.410 -5.748 1.548
H 2.825 -6.260 0.943
H 4.415 -6.931 -0.759
H 3.982 -8.421 0.103

---

100
Properties=species:S:1:pos:R:3 method="wB97M-V/def2-TZVPD" total_charge=-1
C -1.336 1.111 2.223
C -0.883 0.420 3.480
In -1.080 -1.849 3.569
C -3.358 -2.239 3.553
C -4.224 -1.118 4.357
C -3.622 -0.619 5.789
I -4.250 -1.883 7.513
C -0.305 -2.821 5.430
C 1.159 -2.439 5.972
C 2.030 -1.309 5.225
C 2.659 -0.328 6.425
N 1.554 0.623 6.818
C -0.306 -2.721 1.629
C 0.979 -1.667 0.983
C 0.520 -0.794 -0.445
O 1.548 -2.077 -0.414
H -2.307 0.725 1.696
H -0.756 1.990 1.703
H -0.461 1.096 4.350
H -3.463 -3.341 3.951
H -3.651 -2.132 2.400
H -4.400 -0.210 3.607
H -5.304 -1.572 4.587
H -2.470 -0.436 5.831
H -4.126 0.439 6.012
H -0.330 -4.003 5.257
H -1.102 -2.635 6.299
H 1.817 -3.436 5.984
H 1.055 -2.141 7.124
H 2.975 -1.833 4.741
H 1.500 -0.607 4.467
H 2.895 -1.006 7.374
H 3.645 0.178 6.052
H 0.828 0.129 7.382
H 1.052 0.931 5.943
H -1.129 -2.661 0.795
H 0.191 -3.779 1.730
H 1.719 -1.081 1.809
H -0.482 -1.061 -0.989
H 1.054 0.245 -0.404
O -4.356 -1.091 -0.968
C -3.941 -1.383 -2.077
O -3.028 -2.369 -2.322
C -2.692 -2.361 -3.709
C -3.847 -1.680 -4.395
C -4.313 -0.693 -3.355
H -1.751 -1.815 -3.837
H -2.556 -3.388 -4.061
H -3.570 -1.216 -5.345
H -4.643 -2.408 -4.593
H -3.772 0.254 -3.420
H -5.392 -0.528 -3.413
O -0.657 1.899 5.900
C -1.459 2.787 6.135
O -2.569 3.041 5.382
C -3.215 4.212 5.880
C -2.749 4.347 7.306
C -1.353 3.781 7.252
H -2.917 5.065 5.263
H -4.301 4.090 5.816
H -2.790 5.375 7.677
H -3.372 3.726 7.961
H -0.615 4.542 6.984
H -1.082 3.291 8.191
O -2.821 -2.905 -6.804
C -1.620 -3.113 -6.762
O -0.878 -3.113 -5.616
C 0.499 -3.282 -5.950
C 0.503 -3.928 -7.311
C -0.739 -3.358 -7.950
H 0.980 -2.298 -5.956
H 0.986 -3.910 -5.199
H 1.416 -3.731 -7.878
H 0.396 -5.014 -7.206
H -0.539 -2.406 -8.449
H -1.197 -4.069 -8.641
O 4.381 4.350 -3.126
C 3.830 3.318 -2.783
O 2.558 2.969 -3.138
C 2.201 1.758 -2.474
C 3.508 1.098 -2.121
C 4.419 2.275 -1.882
H 1.609 2.008 -1.587
H 1.596 1.137 -3.140
H 3.432 0.422 -1.265
H 3.874 0.519 -2.978
H 4.367 2.626 -0.847
H 5.450 2.048 -2.163
O 4.137 0.455 -8.109
C 4.152 1.583 -7.643
O 3.290 2.031 -6.684
C 3.524 3.420 -6.457
C 4.932 3.670 -6.932
C 5.078 2.684 -8.064
H 2.785 3.996 -7.024
H 3.407 3.644 -5.393
H 5.108 4.707 -7.229
H 5.642 3.421 -6.134
H 4.729 3.100 -9.013
H 6.105 2.324 -8.152

---

no.,DFT total energy (a.u.),Kohn-Sham gap (eV),HOMO (eV)
1,-34584.76767,8.94,-8.952
2,-2621.59150,5.65,-3.837